Entry 1:
A cluster of 2 separate species, C2H3F3Si in total in a non-equilibrium geometry, computed with ωB97M-V/def2-TZVPD.

Properties
- HOMO energy (alpha / beta): -9.778 / -9.913 eV
- Calculated total energy: -667.12967 a.u.
- Relative energy (zero: lowest compared OMol25 entry of this formula, charge and spin): 374.6 kJ/mol

The geometry in ORCA input format:
```
! wB97M-V def2-TZVPD RIJCOSX def2/J DEFGRID3
* xyz 0 1
C 1.81 -0.61 0.31
C 1.30 0.41 -0.22
F -2.66 0.16 -1.57
F -1.95 -0.87 0.65
F -2.56 1.45 0.47
Si -1.70 0.41 -0.23
H 2.89 -0.80 0.43
H 1.09 -1.39 0.73
H 1.77 1.24 -0.56
*
```

Results of the Mulliken charge analysis, in e, for atoms 1 through 2:
1. C -0.31
2. C -0.45

---

Entry 2:
A structure of composition C2H3F4OYb in a non-equilibrium geometry, computed with ωB97M-V/def2-TZVPD.

Properties
- HOMO energy: -13.508 eV
- Calculated total energy: -1711.15859 a.u.
- Relative energy (zero: lowest compared OMol25 entry of this formula, charge and spin): 130.0 kJ/mol

The geometry in ORCA input format:
```
! wB97M-V def2-TZVPD RIJCOSX def2/J DEFGRID3
* xyz 1 1
C 0.54 -1.07 0.12
F 1.33 -1.15 -0.92
F -0.45 -1.90 -0.06
F 1.38 -1.35 1.13
F -0.53 -0.61 2.62
C -0.59 1.01 -1.09
O 0.06 0.47 0.07
Yb 0.52 1.17 2.25
H -1.45 0.38 -1.36
H -0.98 2.00 -0.87
H 0.17 1.06 -1.88
*
```

Results of the Mulliken charge analysis, in e, for atoms 1 through 2:
1. C 0.92
2. F -0.23

---

Entry 3:
A cluster of 2 separate species, C2H3F6N3 in total in a non-equilibrium geometry, computed with ωB97M-V/def2-TZVPD.

Properties
- HOMO energy (alpha / beta): -6.718 / -10.937 eV
- Calculated total energy: -841.30272 a.u.

The geometry in ORCA input format:
```
! wB97M-V def2-TZVPD RIJCOSX def2/J DEFGRID3
* xyz 0 3
C 0.37 -1.30 1.53
C 0.96 1.05 -1.23
N -1.62 0.88 -0.28
N -0.32 -0.81 0.42
N -0.45 0.53 0.27
F 1.54 -0.71 1.73
F -0.32 -1.17 2.68
F 0.59 -2.61 1.37
F 1.10 2.36 -1.33
F 0.34 0.58 -2.34
F 2.13 0.44 -1.09
H -1.94 0.36 -1.10
H -1.67 1.88 -0.41
H -0.72 -1.47 -0.23
*
```

Results of the Mulliken charge analysis, in e, for atoms 1 through 2:
1. C 0.70
2. C 0.63

---

Entry 4:
An isolated molecule of C2H3FIN in a non-equilibrium geometry, computed with ωB97M-V/def2-TZVPD.

Properties
- SMILES: F/N=C/CI
- HOMO energy: -9.845 eV
- Calculated total energy: -530.18103 a.u.
- Relative energy (zero: lowest compared OMol25 entry of this formula, charge and spin): 319.1 kJ/mol

The geometry in ORCA input format:
```
! wB97M-V def2-TZVPD RIJCOSX def2/J DEFGRID3
* xyz 0 1
F 2.51 1.44 -0.02
N 1.44 0.61 -0.33
C 0.48 0.48 0.44
C -0.76 -0.74 -0.31
I -2.74 -0.11 0.05
H 0.16 0.77 1.48
H -0.51 -0.77 -1.39
H -0.58 -1.68 0.08
*
```

Results of the Mulliken charge analysis, in e, for atoms 1 through 2:
1. F -0.16
2. N -0.26

---

Entry 5:
A structure of composition C2H3FLiMgO in a non-equilibrium geometry, computed with ωB97M-V/def2-TZVPD.

Properties
- HOMO energy (alpha / beta): -16.460 / -19.594 eV
- Calculated total energy: -460.02541 a.u.
- Relative energy (zero: lowest compared OMol25 entry of this formula, charge and spin): 0.0 kJ/mol

The geometry in ORCA input format:
```
! wB97M-V def2-TZVPD RIJCOSX def2/J DEFGRID3
* xyz 2 2
O -0.60 0.76 -0.82
C 0.18 0.56 0.27
C 0.64 -0.81 0.50
Li -1.64 -0.88 -0.89
H 0.18 1.33 1.05
F -0.53 -1.69 0.46
H 1.34 -1.28 -0.18
Mg -0.84 2.33 -1.81
H 1.25 -0.31 1.40
*
```

Results of the Mulliken charge analysis, in e, for atoms 1 through 2:
1. O -0.67
2. C 0.03

---

Entry 6:
A structure of composition C2H3FMnO2P in a non-equilibrium geometry, computed with ωB97M-V/def2-TZVPD.

Properties
- HOMO energy (alpha / beta): -7.204 / -7.818 eV
- Calculated total energy: -1820.65040 a.u.

The geometry in ORCA input format:
```
! wB97M-V def2-TZVPD RIJCOSX def2/J DEFGRID3
* xyz 0 7
P 1.62 1.36 1.18
F 3.05 -1.24 -1.34
O 0.34 1.14 -0.11
C -0.94 0.66 0.19
H -1.69 1.08 -0.50
H -1.26 0.93 1.22
C -0.96 -0.83 0.05
O 0.04 -1.45 -0.27
Mn 1.70 -0.28 -0.69
H -1.91 -1.36 0.27
*
```

Results of the Mulliken charge analysis, in e, for atoms 1 through 2:
1. P -0.14
2. F -0.75

---

Entry 7:
The ion C2H3FN with charge +1 in a non-equilibrium geometry, computed with ωB97M-V/def2-TZVPD.

Properties
- SMILES: [NH+]#CCF
- HOMO energy: -18.649 eV
- Calculated total energy: -232.26759 a.u.
- Relative energy (zero: lowest compared OMol25 entry of this formula, charge and spin): 9.9 kJ/mol

The geometry in ORCA input format:
```
! wB97M-V def2-TZVPD RIJCOSX def2/J DEFGRID3
* xyz 1 1
N -0.11 -0.92 -1.38
C -0.11 -0.39 -0.39
C -0.03 0.48 0.78
F -0.24 1.82 0.55
H 0.16 -1.47 -2.12
H 1.14 0.37 1.09
H -0.80 0.11 1.46
*
```

Results of the Mulliken charge analysis, in e, for atoms 1 through 2:
1. N 0.21
2. C 0.10

---

Entry 8:
A cluster of 2 separate species, C2H3FN2O in total in a non-equilibrium geometry, computed with ωB97M-V/def2-TZVPD.

Properties
- SMILES: C1=NN1.O=CF
- HOMO energy: -10.056 eV
- Calculated total energy: -362.49013 a.u.
- Relative energy (zero: lowest compared OMol25 entry of this formula, charge and spin): 265.4 kJ/mol

The geometry in ORCA input format:
```
! wB97M-V def2-TZVPD RIJCOSX def2/J DEFGRID3
* xyz 0 1
C -1.20 -0.39 -0.26
N -0.65 0.41 0.46
N -2.22 0.23 0.38
H -0.89 -1.16 -0.86
H -2.57 -0.30 1.25
O 2.35 -0.81 -0.83
C 2.31 0.17 -0.15
F 3.33 0.73 0.39
H 1.28 0.58 0.20
*
```

Results of the Mulliken charge analysis, in e, for atoms 1 through 2:
1. C 0.15
2. N -0.33

---

Entry 9:
A cluster of 2 separate species, C2H3FN2O in total in a non-equilibrium geometry, computed with ωB97M-V/def2-TZVPD.

Properties
- SMILES: C1=NN1.O=CF
- HOMO energy: -9.792 eV
- Calculated total energy: -362.48339 a.u.
- Relative energy (zero: lowest compared OMol25 entry of this formula, charge and spin): 283.1 kJ/mol

The geometry in ORCA input format:
```
! wB97M-V def2-TZVPD RIJCOSX def2/J DEFGRID3
* xyz 0 1
C -1.26 -0.43 0.70
N -0.63 -0.66 -0.32
N -1.59 0.53 -0.22
H -1.56 -0.69 1.72
H -1.05 1.46 -0.25
O 1.36 1.14 -0.59
C 1.42 -0.05 -0.49
F 1.92 -0.51 0.66
H 1.40 -0.79 -1.21
*
```

Results of the Mulliken charge analysis, in e, for atoms 1 through 2:
1. C 0.27
2. N -0.36

---

Entry 10:
An isolated molecule of C2H3FO2 in a non-equilibrium geometry, computed with ωB97M-V/def2-TZVPD.

Properties
- SMILES: O=C(O)CF
- HOMO energy: -10.935 eV
- Calculated total energy: -328.32124 a.u.
- Relative energy (zero: lowest compared OMol25 entry of this formula, charge and spin): 88.7 kJ/mol

The geometry in ORCA input format:
```
! wB97M-V def2-TZVPD RIJCOSX def2/J DEFGRID3
* xyz 0 1
O 0.73 -1.55 0.61
C 0.06 -0.67 0.18
O -1.13 -0.85 -0.42
C 0.21 0.99 0.12
F 1.63 1.20 -0.07
H -0.96 -1.70 -0.69
H -0.11 1.31 1.08
H -0.44 1.27 -0.81
*
```

Results of the Mulliken charge analysis, in e, for atoms 1 through 2:
1. O -0.48
2. C 0.51

---

Entry 11:
An isolated molecule of C2H3FO2 in a non-equilibrium geometry, computed with ωB97M-V/def2-TZVPD.

Properties
- SMILES: F[C@@H]1COO1
- HOMO energy: -10.243 eV
- Calculated total energy: -328.18965 a.u.
- Relative energy (zero: lowest compared OMol25 entry of this formula, charge and spin): 434.2 kJ/mol

The geometry in ORCA input format:
```
! wB97M-V def2-TZVPD RIJCOSX def2/J DEFGRID3
* xyz 0 1
F -1.54 -1.46 0.38
C -1.00 -0.42 -0.38
C 0.08 0.39 0.33
O -1.08 1.52 0.46
O -1.90 0.60 -0.38
H -0.96 -0.82 -1.33
H 0.20 -0.03 1.26
H 0.88 0.92 -0.06
*
```

Results of the Mulliken charge analysis, in e, for atoms 1 through 2:
1. F -0.29
2. C 0.24

---

Entry 12:
A cluster of 2 separate species, C2H3FO2S in total in a non-equilibrium geometry, computed with ωB97M-V/def2-TZVPD.

Properties
- HOMO energy (alpha / beta): -8.078 / -10.780 eV
- Calculated total energy: -726.35749 a.u.
- Relative energy (zero: lowest compared OMol25 entry of this formula, charge and spin): 133.5 kJ/mol

The geometry in ORCA input format:
```
! wB97M-V def2-TZVPD RIJCOSX def2/J DEFGRID3
* xyz 0 3
C -0.64 -0.68 0.34
C -3.14 1.13 0.87
O -0.81 -2.01 -1.62
O -3.61 0.73 1.91
F -2.08 1.64 0.63
S 0.28 -1.33 -0.91
H -0.52 0.43 0.59
H -1.72 -0.68 0.31
H -3.70 1.17 -0.03
*
```

Results of the Mulliken charge analysis, in e, for atoms 1 through 2:
1. C -0.47
2. C 0.20

---

Entry 13:
A structure of composition C2H3FO2Tl in a non-equilibrium geometry, computed with ωB97M-V/def2-TZVPD.

Properties
- HOMO energy (alpha / beta): -7.929 / -9.379 eV
- Calculated total energy: -500.66782 a.u.
- Relative energy (zero: lowest compared OMol25 entry of this formula, charge and spin): 229.8 kJ/mol

The geometry in ORCA input format:
```
! wB97M-V def2-TZVPD RIJCOSX def2/J DEFGRID3
* xyz 0 2
C 0.45 0.50 0.47
C -0.98 0.25 0.41
O 0.28 -1.04 0.59
F 2.03 0.09 -0.91
H 0.82 1.25 1.19
H -1.55 0.64 1.26
Tl 1.87 -2.07 -0.69
O -1.71 0.23 -0.72
H -1.21 0.16 -1.60
*
```

Results of the Mulliken charge analysis, in e, for atoms 1 through 2:
1. C -0.34
2. C 0.41

---

Entry 14:
A structure of composition C2H3FPr in a non-equilibrium geometry, computed with ωB97M-V/def2-TZVPD.

Properties
- HOMO energy (alpha / beta): -19.499 / -21.026 eV
- Calculated total energy: -694.09169 a.u.

The geometry in ORCA input format:
```
! wB97M-V def2-TZVPD RIJCOSX def2/J DEFGRID3
* xyz 2 4
C -0.05 0.75 -0.25
C 0.33 0.74 1.02
H -0.57 1.47 -0.89
H 1.09 0.06 1.41
H -0.15 1.41 1.75
F 0.35 -2.73 -2.13
Pr -1.01 -1.71 -0.89
*
```

Results of the Mulliken charge analysis, in e, for atoms 1 through 2:
1. C -0.46
2. C -0.34

---

Entry 15:
A structure of composition C2H3GaLiO2 in a non-equilibrium geometry, computed with ωB97M-V/def2-TZVPD.

Properties
- HOMO energy (alpha / beta): -13.632 / -12.730 eV
- Calculated total energy: -2160.40428 a.u.
- Relative energy (zero: lowest compared OMol25 entry of this formula, charge and spin): 48.1 kJ/mol

The geometry in ORCA input format:
```
! wB97M-V def2-TZVPD RIJCOSX def2/J DEFGRID3
* xyz 1 1
H -1.21 -2.75 1.71
O 0.23 -4.72 3.54
C 0.17 -3.67 2.68
C 1.19 -3.59 1.79
O 2.22 -4.46 1.88
Li 0.37 -5.75 1.94
Ga 2.08 -4.91 3.68
H -0.44 -2.68 3.19
H 1.18 -2.89 0.94
*
```

Results of the Mulliken charge analysis, in e, for atoms 1 through 2:
1. H 0.16
2. O -0.50

---

Entry 16:
A structure of composition C2H3HgMgO2 in a non-equilibrium geometry, computed with ωB97M-V/def2-TZVPD.

Properties
- HOMO energy (alpha / beta): -11.959 / -12.252 eV
- Calculated total energy: -581.51779 a.u.
- Relative energy (zero: lowest compared OMol25 entry of this formula, charge and spin): 356.1 kJ/mol

The geometry in ORCA input format:
```
! wB97M-V def2-TZVPD RIJCOSX def2/J DEFGRID3
* xyz 1 3
H -4.09 0.55 -1.78
O -1.86 0.57 0.26
C -0.77 0.07 -0.05
C 0.48 0.46 0.50
O 1.56 -0.27 0.35
Hg 1.49 -2.33 -0.53
Mg 3.37 0.32 0.99
H -0.73 -0.75 -0.82
H 0.54 1.39 1.08
*
```

Results of the Mulliken charge analysis, in e, for atoms 1 through 2:
1. H 0.02
2. O -0.43

---

Entry 17:
A structure of composition C2H3I2NO in a non-equilibrium geometry, computed with ωB97M-V/def2-TZVPD.

Properties
- HOMO energy: -9.635 eV
- Calculated total energy: -803.35515 a.u.
- Relative energy (zero: lowest compared OMol25 entry of this formula, charge and spin): 93.2 kJ/mol

The geometry in ORCA input format:
```
! wB97M-V def2-TZVPD RIJCOSX def2/J DEFGRID3
* xyz 0 1
C 0.97 0.87 0.90
C -0.58 -0.78 -0.72
N 0.24 0.42 -0.23
O 1.29 2.00 0.86
I -0.05 -2.60 0.32
I -2.73 -0.39 -0.48
H 1.22 0.18 1.77
H -0.46 -1.00 -1.78
H 0.10 1.30 -0.64
*
```

Results of the Mulliken charge analysis, in e, for atoms 1 through 2:
1. C 0.16
2. C -0.58

---

Entry 18:
A structure of composition C2H3I2NO in a non-equilibrium geometry, computed with ωB97M-V/def2-TZVPD.

Properties
- HOMO energy (alpha / beta): -6.439 / -9.369 eV
- Calculated total energy: -803.24666 a.u.
- Relative energy (zero: lowest compared OMol25 entry of this formula, charge and spin): 38.9 kJ/mol

The geometry in ORCA input format:
```
! wB97M-V def2-TZVPD RIJCOSX def2/J DEFGRID3
* xyz 0 3
C 0.46 0.16 -1.19
C 0.44 -0.01 0.30
N -0.56 0.63 0.98
O -0.45 0.59 -1.83
I 0.33 -2.31 0.28
I -2.50 0.42 0.37
H 1.40 -0.19 -1.65
H 1.41 0.16 0.76
H -0.52 0.54 1.98
*
```

Results of the Mulliken charge analysis, in e, for atoms 1 through 2:
1. C 0.13
2. C -0.51

---

Entry 19:
A structure of composition C2H3I2NO2 in a non-equilibrium geometry, computed with ωB97M-V/def2-TZVPD.

Properties
- HOMO energy: -9.588 eV
- Calculated total energy: -878.49215 a.u.
- Relative energy (zero: lowest compared OMol25 entry of this formula, charge and spin): 298.3 kJ/mol

The geometry in ORCA input format:
```
! wB97M-V def2-TZVPD RIJCOSX def2/J DEFGRID3
* xyz 0 1
C -0.19 0.11 -1.29
C 0.42 0.25 0.40
N -0.46 -0.55 1.22
O -1.23 0.03 1.94
O -0.38 -1.74 1.07
I 2.36 -0.65 0.38
I 0.38 2.29 0.98
H 0.54 0.58 -1.93
H -0.30 -0.95 -1.47
H -1.15 0.63 -1.31
*
```

Results of the Mulliken charge analysis, in e, for atoms 1 through 2:
1. C -1.04
2. C -0.41

---

Entry 20:
The ion C2H3IN with charge +1 in a non-equilibrium geometry, computed with ωB97M-V/def2-TZVPD.

Properties
- SMILES: C=[N+]=CI
- HOMO energy: -14.789 eV
- Calculated total energy: -430.09319 a.u.
- Relative energy (zero: lowest compared OMol25 entry of this formula, charge and spin): 91.2 kJ/mol

The geometry in ORCA input format:
```
! wB97M-V def2-TZVPD RIJCOSX def2/J DEFGRID3
* xyz 1 1
C 0.41 0.62 -0.04
N -0.78 -0.04 0.07
C -1.78 -0.73 -0.01
I -3.63 0.28 0.00
H 0.70 1.05 -0.94
H 0.94 0.67 0.79
H -1.96 -1.87 -0.15
*
```

Results of the Mulliken charge analysis, in e, for atoms 1 through 2:
1. C -0.12
2. N -0.07